one.
Density functional theory data (ωB97M-V/def2-TZVPD) for a 2-piece molecular cluster, C9H11O3 overall.

Summary:
* HOMO: -3.50 eV
* lowest unoccupied orbital energy: 3.58 eV
* Kohn-Sham gap: 7.084 eV

ORCA input file:
```
! RIJCOSX wB97M-V def2-TZVPD def2/J DEFGRID3
* xyz -1 1
C 0.608 -2.835 2.738
C 0.545 0.737 0.329
C -0.611 0.273 1.038
C 1.735 0.011 0.496
C -0.499 -0.812 1.880
C 1.797 -1.178 1.235
C 0.719 -1.485 2.058
O 0.495 1.812 -0.398
H 0.579 1.668 -1.967
H -1.538 0.751 0.762
H 2.625 0.398 0.014
H -1.382 -1.075 2.392
H 2.460 -2.020 1.055
H 1.590 -3.293 2.861
H 0.079 -3.512 2.068
H 0.179 -2.902 3.739
C -1.831 2.174 -2.509
C -0.764 1.607 -3.441
O 0.394 1.313 -2.894
O -1.016 1.359 -4.596
H -2.270 3.020 -3.026
H -1.411 2.628 -1.613
H -2.484 1.361 -2.222
*
```

=====

two.
Density functional theory data (ωB97M-V/def2-TZVPD) for a 2-piece molecular cluster, C9H11O3 overall.

Summary:
* HOMO: -4.17 eV
* lowest unoccupied orbital energy: 3.20 eV
* Kohn-Sham gap: 7.366 eV

ORCA input file:
```
! RIJCOSX wB97M-V def2-TZVPD def2/J DEFGRID3
* xyz -1 1
C -0.927 -3.293 1.611
C 0.011 -0.153 -0.288
C -0.546 -0.970 0.732
C 0.918 -0.696 -1.149
C -0.191 -2.316 0.780
C 1.124 -2.111 -1.219
C 0.599 -2.890 -0.241
O 1.609 -0.015 -2.108
H -0.155 0.939 -0.364
H -1.267 -0.709 1.518
H 1.165 0.892 -2.135
H 2.015 -2.441 -1.789
H -1.626 -2.804 2.339
H -0.278 -3.918 2.254
H 0.880 -3.938 -0.213
H -1.662 -3.871 1.046
C 0.389 4.295 -0.150
C -1.014 3.673 -0.030
O -1.758 3.961 0.891
O -1.265 2.902 -1.042
H 0.966 3.608 -0.757
H 0.783 4.551 0.869
H 0.231 5.304 -0.554
*
```

=====

The structure with the most favorable energy is one; the runner-up is 0.0224 hartree above it.

=====

one.
Density functional theory data (ωB97M-V/def2-TZVPD) for C2H4O3S as an isolated structure.

Summary:
* HOMO: -9.89 eV
* lowest unoccupied orbital energy: 0.47 eV
* Kohn-Sham gap: 10.364 eV

ORCA input file:
```
! RIJCOSX wB97M-V def2-TZVPD def2/J DEFGRID3
* xyz 0 1
C 0.239 -0.470 1.167
C 0.615 -0.482 -0.290
O 0.347 -1.652 0.385
O -1.026 -0.242 1.719
O -0.769 -0.005 -1.351
S 2.112 0.051 -0.943
H 0.965 -0.357 1.972
H -1.547 0.327 1.004
H -1.427 -0.677 -1.013
H 1.750 1.308 -1.334
*
```

=====

two.
Density functional theory data (ωB97M-V/def2-TZVPD) for a single C2H4O3S molecule.

Summary:
* SMILES string: O=S1(=O)C[C@H]1O
* HOMO: -9.88 eV
* lowest unoccupied orbital energy: 0.44 eV
* Kohn-Sham gap: 10.319 eV

ORCA input file:
```
! RIJCOSX wB97M-V def2-TZVPD def2/J DEFGRID3
* xyz 0 1
O 1.855 -0.893 -0.884
S 1.231 0.066 -0.010
O 2.101 1.037 0.635
C -0.362 0.636 -0.693
C -0.492 -0.158 0.716
O -1.249 -1.306 0.707
H -0.696 -0.173 -1.379
H -0.482 1.650 -0.635
H -0.703 0.727 1.682
H -1.203 -1.585 -0.139
*
```

=====

The structure with the most favorable energy is one; the runner-up is 0.0343 hartree above it.

=====

one.
Density functional theory data (ωB97M-V/def2-TZVPD) for a single C9H14N2O2S molecule.

Summary:
* SMILES string: C=CC(=O)NCCN1CCOC(=S)C1
* HOMO: -8.32 eV
* lowest unoccupied orbital energy: 0.24 eV
* Kohn-Sham gap: 8.563 eV

ORCA input file:
```
! RIJCOSX wB97M-V def2-TZVPD def2/J DEFGRID3
* xyz 0 1
C 2.794 -2.508 -0.115
C 1.914 -2.640 0.922
C 0.447 -2.384 0.826
O -0.301 -2.361 1.792
N -0.126 -2.028 -0.396
C -1.448 -1.422 -0.565
C -1.617 -0.037 0.070
N -1.027 1.046 -0.789
C -1.495 2.429 -0.481
C -0.827 2.951 0.829
O 0.608 2.736 0.940
C 1.141 1.638 0.255
S 2.677 1.128 0.593
C 0.444 1.043 -0.975
H 2.478 -2.115 -1.087
H 3.863 -2.786 -0.020
H 2.309 -2.978 1.895
H 0.475 -2.140 -1.193
H -2.191 -2.087 -0.116
H -1.723 -1.391 -1.613
H -2.675 0.190 0.247
H -1.128 -0.031 1.075
H -1.259 3.065 -1.340
H -2.581 2.453 -0.392
H -1.319 2.460 1.684
H -1.031 4.024 0.964
H 0.704 1.679 -1.818
H 0.895 0.064 -1.194
*
```

=====

two.
Density functional theory data (ωB97M-V/def2-TZVPD) for a single C9H14N2O2S molecule.

Summary:
* SMILES string: CCC(CC)=C1NC(=O)N(C)C(=S)O1
* HOMO: -8.48 eV
* lowest unoccupied orbital energy: 0.47 eV
* Kohn-Sham gap: 8.942 eV

ORCA input file:
```
! RIJCOSX wB97M-V def2-TZVPD def2/J DEFGRID3
* xyz 0 1
C 2.260 -2.410 -1.147
C 1.594 -1.871 0.106
C 1.216 -0.414 -0.069
C 2.288 0.600 -0.054
C 2.511 1.257 1.255
C -0.115 -0.090 -0.132
N -0.611 1.257 -0.154
C -1.920 1.692 -0.093
O -2.261 2.836 0.038
N -2.855 0.660 0.058
C -4.297 1.050 -0.086
C -2.545 -0.644 0.043
S -3.616 -1.856 0.224
O -1.192 -0.982 -0.182
H 1.514 -2.499 -1.944
H 2.524 -3.443 -0.891
H 3.360 -2.026 -1.272
H 2.269 -2.008 1.004
H 0.825 -2.496 0.281
H 3.207 0.205 -0.435
H 2.011 1.450 -0.719
H 1.617 1.725 1.671
H 3.152 2.045 1.166
H 2.948 0.570 1.972
H 0.064 1.937 -0.426
H -4.279 2.120 -0.397
H -4.898 0.279 -0.756
H -4.768 1.061 0.940
*
```

=====

The structure with the most favorable energy is two; the runner-up is 0.0250 hartree above it.

=====

one.
Density functional theory data (ωB97M-V/def2-TZVPD) for C4H8NO2 as an isolated structure.

Summary:
* HOMO (spin up / spin down): -9.96 / -9.80 eV
* lowest unoccupied orbital energy (spin up / spin down): -0.58 / -1.81 eV
* Kohn-Sham gap (spin up / spin down): 9.373 / 7.990 eV

ORCA input file:
```
! RIJCOSX wB97M-V def2-TZVPD def2/J DEFGRID3
* xyz 0 2
C -1.043 0.221 0.358
N -0.066 0.878 -0.380
C -2.418 0.011 -0.156
C 1.220 0.472 0.280
C 2.196 -0.213 -0.733
O 3.138 -0.898 -0.116
O -1.096 -0.351 1.694
H -0.608 -0.850 0.658
H -2.728 -0.977 0.212
H -3.121 0.705 0.271
H -2.427 0.156 -1.232
H 1.764 1.281 0.791
H 0.985 -0.164 1.171
H 2.665 0.599 -1.387
H 1.540 -0.869 -1.432
*
```

=====

two.
Density functional theory data (ωB97M-V/def2-TZVPD) for a 2-piece molecular cluster, C4H8NO2 overall.

Summary:
* HOMO (spin up / spin down): -10.18 / -9.67 eV
* lowest unoccupied orbital energy (spin up / spin down): 1.04 / -3.98 eV
* Kohn-Sham gap (spin up / spin down): 11.218 / 5.684 eV

ORCA input file:
```
! RIJCOSX wB97M-V def2-TZVPD def2/J DEFGRID3
* xyz 0 2
O -0.257 1.519 2.142
C -1.168 0.905 2.675
O -1.737 -0.172 2.299
H -1.592 1.354 3.599
N -1.181 -0.601 -0.370
C 0.274 -0.877 -0.356
C 1.734 0.379 -1.900
C 0.848 -0.600 -1.705
H -1.347 0.300 -0.825
H -1.490 -0.408 0.614
H 0.420 -1.922 -0.059
H 0.796 -0.258 0.371
H 2.164 0.568 -2.874
H 2.018 0.984 -1.045
H 0.519 -1.174 -2.566
*
```

=====

The structure with the most favorable energy is two; the runner-up is 0.1301 hartree above it.

=====

one.
Density functional theory data (ωB97M-V/def2-TZVPD) for C15H24N4O2S as an isolated structure.

Summary:
* HOMO: -8.11 eV
* lowest unoccupied orbital energy: 0.26 eV
* Kohn-Sham gap: 8.372 eV

ORCA input file:
```
! RIJCOSX wB97M-V def2-TZVPD def2/J DEFGRID3
* xyz 0 1
C 4.218 0.045 -1.439
C 2.725 0.258 -1.160
N 1.864 0.990 -1.759
N 0.818 1.007 -1.199
C 1.010 0.128 -0.256
N 2.287 -0.215 -0.032
C 2.843 -0.905 1.030
H 3.443 -1.901 0.717
H 1.887 -1.721 1.554
C 3.337 -0.192 2.118
C 3.533 -0.969 3.669
H 4.450 -0.648 4.154
C 2.337 -0.868 4.037
H 1.452 -1.444 3.945
C 1.896 0.525 3.764
H 2.343 1.526 4.498
O 2.542 0.942 2.360
H 0.861 0.864 3.653
H 2.228 -0.909 5.326
H 3.806 -1.911 3.336
H 4.310 0.157 1.787
S -0.278 0.054 1.186
C -1.598 1.237 0.657
C -2.863 0.735 0.303
O -3.897 0.403 1.156
N -3.102 -0.096 -0.974
C -1.978 -0.143 -2.199
H -1.214 0.235 -1.631
C -2.517 0.713 -3.237
C -3.964 0.102 -3.718
C -4.983 0.010 -2.399
C -4.263 -0.797 -1.309
H -4.991 -0.579 -0.398
H -4.065 -1.744 -1.647
H -5.805 -0.398 -2.788
H -5.249 1.131 -2.046
H -4.394 0.428 -4.524
H -3.828 -0.740 -3.970
H -1.891 0.546 -4.018
H -2.685 1.744 -2.820
H -1.943 -1.038 -2.394
H -1.012 1.978 -0.119
H -1.580 1.851 1.440
H 4.530 -1.087 -1.601
H 4.992 0.267 -0.553
H 4.387 0.429 -2.502
*
```

=====

two.
Density functional theory data (ωB97M-V/def2-TZVPD) for a single C15H24N4O2S molecule.

Summary:
* SMILES string: CCN1CCN(c2ccc(S(=O)(=O)N3CCCC3)cn2)CC1
* HOMO: -8.28 eV
* lowest unoccupied orbital energy: 0.63 eV
* Kohn-Sham gap: 8.912 eV

ORCA input file:
```
! RIJCOSX wB97M-V def2-TZVPD def2/J DEFGRID3
* xyz 0 1
C 2.613 2.337 3.364
C 1.837 1.842 2.137
N 0.953 0.719 2.349
C 1.614 -0.546 2.600
C 0.529 -1.616 2.835
N -0.704 -1.197 2.214
C -0.932 -1.337 0.882
C -0.173 -2.197 0.058
C -0.487 -2.281 -1.278
C -1.545 -1.530 -1.776
S -1.907 -1.531 -3.522
O -1.355 -2.724 -4.094
O -3.300 -1.248 -3.701
N -1.070 -0.250 -4.199
C 0.370 -0.311 -4.095
C 0.751 0.554 -2.880
C -0.455 1.488 -2.674
C -1.466 1.070 -3.760
C -2.274 -0.760 -0.891
N -1.979 -0.660 0.389
C -1.272 -0.058 2.910
C -0.144 0.937 3.269
H 3.230 3.187 3.084
H 3.264 1.558 3.755
H 1.930 2.650 4.150
H 2.545 1.551 1.356
H 1.226 2.661 1.746
H 2.209 -0.789 1.714
H 2.289 -0.519 3.473
H 0.325 -1.716 3.905
H 0.847 -2.591 2.469
H 0.645 -2.777 0.451
H 0.064 -2.920 -1.951
H 0.796 0.105 -5.013
H 0.671 -1.353 -4.012
H 0.909 -0.067 -1.998
H 1.667 1.110 -3.071
H -0.878 1.356 -1.678
H -0.179 2.535 -2.787
H -1.410 1.745 -4.619
H -2.497 1.028 -3.415
H -3.137 -0.204 -1.229
H -1.778 -0.408 3.815
H -2.002 0.397 2.243
H -0.503 1.959 3.153
H 0.164 0.800 4.320
*
```

=====

The structure with the most favorable energy is two; the runner-up is 0.5549 hartree above it.

=====

one.
Density functional theory data (ωB97M-V/def2-TZVPD) for a 2-piece molecular cluster, C12H11NO overall.

Summary:
* SMILES string: C/C=C/c1ccccc1.N#CC=C=O
* HOMO: -8.95 eV
* lowest unoccupied orbital energy: 0.36 eV
* Kohn-Sham gap: 9.310 eV

ORCA input file:
```
! RIJCOSX wB97M-V def2-TZVPD def2/J DEFGRID3
* xyz 0 1
C -1.614 3.030 0.134
C -0.579 1.992 0.396
C -0.214 1.044 -0.458
C 0.818 0.035 -0.250
C 1.384 -0.619 -1.445
C 2.402 -1.542 -1.330
C 2.815 -1.918 0.013
C 2.368 -1.239 1.096
C 1.351 -0.228 0.969
H -2.290 3.035 0.993
H -2.122 2.736 -0.685
H -1.340 4.087 0.031
H 0.013 2.105 1.337
H -0.793 1.043 -1.491
H 1.096 -0.154 -2.357
H 2.648 -2.229 -2.120
H 3.493 -2.756 0.127
H 2.664 -1.413 2.216
H 0.969 0.187 1.888
N -2.348 -3.506 0.553
C -2.042 -2.391 0.462
C -1.812 -0.966 0.378
C -2.613 -0.243 -0.307
O -3.290 0.401 -0.969
H -0.963 -0.491 0.820
*
```

=====

two.
Density functional theory data (ωB97M-V/def2-TZVPD) for a single C12H11NO molecule.

Summary:
* SMILES string: Cc1ccncc1Oc1ccccc1
* HOMO: -8.54 eV
* lowest unoccupied orbital energy: 0.84 eV
* Kohn-Sham gap: 9.386 eV

ORCA input file:
```
! RIJCOSX wB97M-V def2-TZVPD def2/J DEFGRID3
* xyz 0 1
C -1.947 2.105 0.637
C -2.164 0.736 0.028
C -3.362 0.057 0.241
C -3.438 -1.238 -0.170
N -2.366 -1.979 -0.578
C -1.192 -1.340 -0.759
C -1.120 0.014 -0.575
O 0.095 0.642 -0.987
C 1.288 0.207 -0.405
C 2.469 0.700 -0.998
C 3.716 0.257 -0.627
C 3.789 -0.631 0.407
C 2.614 -1.128 1.030
C 1.345 -0.830 0.539
H -2.911 2.586 0.875
H -1.429 2.009 1.650
H -1.417 2.727 -0.090
H -4.240 0.668 0.572
H -4.357 -1.871 -0.218
H -0.359 -1.893 -1.243
H 2.432 1.420 -1.774
H 4.613 0.647 -1.112
H 4.804 -0.877 0.765
H 2.692 -1.834 1.788
H 0.446 -1.155 1.006
*
```

=====

The structure with the most favorable energy is two; the runner-up is 0.0794 hartree above it.

=====

one.
Density functional theory data (ωB97M-V/def2-TZVPD) for a single C4H7FO molecule.

Summary:
* SMILES string: COC/C=C\F
* HOMO: -9.50 eV
* lowest unoccupied orbital energy: 1.02 eV
* Kohn-Sham gap: 10.512 eV

ORCA input file:
```
! RIJCOSX wB97M-V def2-TZVPD def2/J DEFGRID3
* xyz 0 1
C -1.390 -1.050 0.289
O -1.052 -0.237 -0.809
C -0.383 0.969 -0.455
C 1.018 0.880 0.060
C 1.858 -0.185 -0.075
F 1.532 -1.365 -0.560
H -0.461 -1.356 0.815
H -1.988 -0.473 1.022
H -1.850 -1.951 -0.181
H -1.021 1.491 0.251
H -0.539 1.645 -1.307
H 1.446 1.782 0.516
H 2.829 -0.152 0.433
*
```

=====

two.
Density functional theory data (ωB97M-V/def2-TZVPD) for a single C4H7FO molecule.

Summary:
* SMILES string: CO/C(C)=C\F
* HOMO: -8.71 eV
* lowest unoccupied orbital energy: 1.05 eV
* Kohn-Sham gap: 9.757 eV

ORCA input file:
```
! RIJCOSX wB97M-V def2-TZVPD def2/J DEFGRID3
* xyz 0 1
C -1.408 1.227 -0.001
O -0.069 0.973 -0.055
C 0.370 -0.287 -0.016
C 1.848 -0.222 0.010
C -0.337 -1.391 -0.026
F -1.690 -1.426 0.002
H -1.876 0.968 0.966
H -1.519 2.316 0.001
H -1.935 0.812 -0.883
H 2.097 0.543 -0.725
H 2.122 0.073 1.007
H 2.313 -1.195 -0.220
H 0.084 -2.391 -0.059
*
```

=====

The structure with the most favorable energy is two; the runner-up is 0.0120 hartree above it.

=====

one.
Density functional theory data (ωB97M-V/def2-TZVPD) for a single C2H4IN molecule.

Summary:
* SMILES string: C=NCI
* HOMO: -9.53 eV
* lowest unoccupied orbital energy: 0.25 eV
* Kohn-Sham gap: 9.788 eV

ORCA input file:
```
! RIJCOSX wB97M-V def2-TZVPD def2/J DEFGRID3
* xyz 0 1
C 1.030 1.016 -0.012
N 0.940 -0.206 -0.200
C -0.449 -0.848 -0.005
I -2.448 0.079 -0.175
H 2.010 1.445 -0.223
H 0.119 1.575 0.392
H -0.526 -1.654 -0.703
H -0.675 -1.407 0.926
*
```

=====

two.
Density functional theory data (ωB97M-V/def2-TZVPD) for a 2-piece molecular cluster, C2H4IN overall.

Summary:
* SMILES string: C=C=N.I
* HOMO: -9.00 eV
* lowest unoccupied orbital energy: 0.19 eV
* Kohn-Sham gap: 9.187 eV

ORCA input file:
```
! RIJCOSX wB97M-V def2-TZVPD def2/J DEFGRID3
* xyz 0 1
C 1.276 0.596 0.984
C 0.225 1.282 0.720
N -0.913 1.740 0.838
H 2.020 0.916 1.769
H 1.523 -0.349 0.407
H -1.373 2.350 0.131
I -0.737 -3.723 -2.775
H -2.021 -2.813 -2.073
*
```

=====

The structure with the most favorable energy is one; the runner-up is 0.0213 hartree above it.